ORCA calculation (ωB97M-V with the def2-TZVPD basis set) on C9H9IO2 in the gas phase.

Results
- HOMO-LUMO gap (spin up / spin down) (Eh) = 0.221 / 0.207
- spin multiplicity = 3
- LUMO energy (spin up / spin down) (eV) = 0.6539 / -3.4648
- HOMO energy (spin up / spin down) (Ha) = -0.197 / -0.334

Structure (XYZ):
```
21
Properties=species:S:1:pos:R:3:forces:R:3:lowdin_charge:R:1
C 2.258142 -2.465584 0.017249 0.17 -0.12 -0.05 -0.092
C 1.462499 -2.268878 1.134464 -0.14 0.01 0.01 -0.075
C 2.021383 -1.749114 -1.143159 -0.06 0.02 -0.12 -0.080
C 0.407961 -1.376599 1.083977 -0.09 -0.05 0.01 -0.049
C 0.977483 -0.844602 -1.196933 -0.08 -0.08 -0.06 -0.024
C 0.160730 -0.668598 -0.084320 0.24 0.85 -0.22 -0.262
C -1.426206 2.490130 0.834718 -0.30 0.53 -0.17 -0.256
C -1.502244 2.422585 -0.713519 -0.37 0.39 0.06 -0.157
C -0.938640 0.303577 -0.158494 3.76 2.13 2.78 -0.759
O -0.957034 1.276350 1.297047 -0.14 -2.49 -2.04 -0.134
O -0.830193 1.241697 -1.084169 0.68 0.42 -0.91 -0.114
I -2.903499 -0.638006 -0.058801 -3.96 -1.58 0.51 1.006
H 3.068087 -3.178807 0.041015 0.10 -0.05 0.08 0.100
H 1.657677 -2.807091 2.048221 0.05 -0.10 0.09 0.103
H 2.654380 -1.882299 -2.007449 0.07 -0.06 -0.07 0.102
H -0.215487 -1.196212 1.943872 -0.05 -0.01 0.19 0.108
H 0.782842 -0.261464 -2.085744 0.07 0.00 -0.05 0.115
H -0.736333 3.282229 1.148443 -0.08 -0.02 -0.01 0.122
H -2.427403 2.694170 1.240582 0.18 0.17 -0.04 0.115
H -2.542305 2.387698 -1.054459 0.09 0.05 0.02 0.106
H -0.971850 3.238813 -1.202545 -0.16 0.01 -0.01 0.128
```
Forces are in eV/Å.